[1]
86
Properties=species:S:1:pos:R:3:forces:R:3:lowdin_charge:R:1 method="wB97M-V/def2-TZVPD" homo_lumo_gap_ev="6.79 / 6.80" charge=+2 homo_ev="-13.7 / -13.8"
Rh 1.0896 0.1651 0.7286 -1.252 2.448 0.727 0.76
S -0.9669 -1.5680 -1.5884 -1.179 -1.120 -0.197 1.04
Si 1.1088 1.9825 -0.7898 -3.020 -1.358 -0.535 1.02
O 0.2599 -1.7224 -0.7251 1.272 0.464 0.795 -0.59
O 3.2118 0.7756 1.9463 0.337 0.204 0.209 -0.14
N 0.6210 1.7112 2.6465 0.293 -0.894 -1.290 0.08
N 0.7500 -0.9866 2.5108 -0.339 -0.948 -0.453 0.00
N 3.0177 -0.6722 -0.3175 0.293 -0.173 0.325 0.02
C -0.9343 6.1559 -0.1316 0.029 0.004 -0.027 -0.05
C -1.5029 -5.1676 -4.3732 -0.049 0.165 -0.081 -0.05
C -1.5399 5.0112 0.3613 -0.100 -0.021 0.002 -0.06
C -0.8842 3.0316 4.5753 0.254 0.123 -0.341 0.04
C -0.8512 1.4736 -2.7984 0.111 0.373 0.017 -0.15
C 0.9143 1.2247 -4.9192 0.095 -0.133 -0.178 -0.06
C -2.2902 -1.9075 -0.4130 0.197 0.338 -0.297 -0.37
C -0.8573 1.6275 4.5582 0.545 -0.318 -0.639 -0.12
C 1.4020 1.3434 -3.6289 -0.035 0.055 -0.110 -0.12
C 2.9001 -1.0213 -1.5948 0.048 -0.199 -0.465 -0.15
C 0.0151 -0.4208 3.5025 -0.218 -0.734 0.188 -0.14
C -0.6577 -1.2017 4.4712 0.421 0.455 -0.415 -0.13
C -0.4512 1.2397 -5.1542 0.054 -0.042 -0.010 -0.06
C 4.2277 -0.3554 0.1492 0.282 0.131 -0.181 -0.26
C -3.4968 -1.2558 -0.5863 0.094 -0.014 -0.079 -0.07
C -2.0415 -2.6873 0.7019 0.139 -0.058 -0.010 -0.09
C -4.4789 -1.3952 0.3786 -0.093 -0.040 0.017 -0.06
C 0.8838 4.8373 -0.9676 -0.057 -0.099 -0.123 -0.10
C -0.1307 3.7304 3.6588 -0.143 -0.193 0.356 -0.01
C 0.2699 6.0660 -0.8108 0.068 0.103 0.056 -0.05
C -1.0996 -3.0574 -2.6376 0.085 0.793 0.155 -0.34
C -3.0362 -2.8448 1.6495 0.062 0.018 -0.046 -0.06
C -1.0342 -4.3536 -2.1578 -0.024 -0.115 0.123 -0.06
C -1.2444 -5.4080 -3.0332 0.115 0.070 0.213 -0.05
C -1.5463 -3.8652 -4.8477 0.014 -0.121 -0.046 -0.05
C 0.6141 3.0245 2.7104 0.221 0.101 -0.043 -0.12
C 5.3447 -0.3150 -0.6755 -0.096 -0.029 0.180 0.01
C -0.0691 1.0004 3.5616 -0.458 0.460 0.306 -0.15
C 0.2495 -3.1429 3.3922 -0.177 -0.007 0.642 -0.02
C -1.3336 1.3531 -4.0903 -0.120 -0.128 0.131 -0.07
C -1.5677 0.8113 5.4813 -0.086 -0.450 0.175 0.01
C -1.4581 -0.5397 5.4483 -0.120 0.314 0.197 0.01
C -0.9309 3.7811 0.2012 0.086 -0.358 -0.067 -0.14
C 0.5232 1.4980 -2.5656 1.009 0.680 1.006 -0.34
C -0.5030 -2.5943 4.4131 0.307 -0.145 -0.526 0.03
C -1.3393 -2.8038 -3.9813 -0.019 0.077 0.092 -0.08
C 3.9634 -1.0199 -2.4778 0.147 0.061 0.120 -0.04
C 5.2129 -0.6381 -2.0164 -0.183 -0.093 0.052 -0.02
C 4.3182 -0.0461 1.6173 0.362 -0.088 0.056 -0.17
C -4.2496 -2.1940 1.4876 -0.085 0.037 0.036 -0.06
C 0.8586 -2.3081 2.4609 0.031 0.288 0.173 -0.11
C 0.2855 3.6821 -0.4722 1.067 -0.695 -0.053 -0.35
H 1.9161 -1.3309 -1.9120 0.052 0.111 -0.014 0.08
H -2.8616 -3.4687 2.5136 -0.008 -0.045 0.070 0.11
H -1.6786 -5.9950 -5.0448 0.008 -0.033 -0.042 0.12
H -1.4832 3.5459 5.3107 -0.064 0.073 0.094 0.13
H 0.7366 6.9487 -1.2158 0.049 0.151 -0.016 0.12
H 2.4684 1.3519 -3.4613 0.166 0.004 -0.036 0.09
H -2.4896 5.0750 0.8699 -0.094 0.018 0.058 0.12
H -1.4025 7.1156 0.0145 -0.076 0.130 -0.034 0.12
H 1.4609 -2.7181 1.6588 -0.095 0.055 -0.085 0.12
H -0.8373 -4.5489 -1.1160 0.009 -0.017 0.147 0.11
H 0.3846 -4.2090 3.3160 0.033 -0.136 0.001 0.12
H -1.2115 -6.4203 -2.6622 0.018 -0.099 0.038 0.12
H -1.9792 -1.1498 6.1692 -0.098 -0.036 0.111 0.13
H 3.7975 -1.3038 -3.5029 0.015 -0.059 -0.156 0.12
H 1.2265 3.5491 1.9908 -0.062 0.044 -0.019 0.11
H -5.0192 -2.3052 2.2342 -0.116 -0.015 0.086 0.11
H 3.2131 0.9612 2.8921 -0.038 -0.040 -0.026 0.10
H -1.7440 -3.6776 -5.8914 -0.014 0.038 -0.095 0.11
H -3.6473 -0.6482 -1.4658 -0.132 0.141 -0.079 0.11
H -0.8261 1.1663 -6.1647 -0.026 0.009 -0.052 0.12
H 4.2868 -0.9906 2.1814 0.008 0.155 -0.040 0.14
H 5.2609 0.4655 1.8405 -0.087 -0.139 -0.061 0.13
H -1.0717 -3.1442 0.8242 0.047 -0.075 0.012 0.09
H -2.1894 1.2951 6.2185 -0.055 0.016 0.125 0.13
H -0.9631 -3.2235 5.1622 -0.091 -0.028 0.006 0.13
H 6.3001 -0.0308 -0.2636 0.105 0.033 0.042 0.12
H -2.4007 1.3593 -4.2608 -0.065 -0.010 -0.054 0.12
H -0.1001 4.8076 3.6567 -0.007 0.105 0.005 0.12
H 1.6074 1.1330 -5.7417 0.024 -0.009 -0.110 0.11
H -0.4388 0.3846 0.6319 0.574 0.185 0.031 0.06
H 6.0623 -0.6042 -2.6813 0.089 0.007 -0.026 0.12
H -5.4182 -0.8783 0.2697 -0.140 0.034 -0.032 0.11
H 1.8211 4.7714 -1.4963 0.192 0.109 -0.143 0.10
H -1.4027 2.8880 0.5849 -0.136 -0.098 0.146 0.10
H -1.5408 1.5850 -1.9732 -0.174 0.086 0.063 0.10
H -1.3788 -1.7870 -4.3421 0.003 0.146 -0.053 0.10

[2]
138
Properties=species:S:1:pos:R:3:forces:R:3:lowdin_charge:R:1 method="wB97M-V/def2-TZVPD" de_lowest_kj_mol=4.6 homo_lumo_gap_ev=9.45 homo_ev=-9.3 smiles="CC(C)C[C@@H](C)COOC(=O)OCCCS.O=C1OC[C@@H](F)O1.O=C1OC[C@@H](F)O1.O=C1OC[C@@H](F)O1.O=C1OC[C@@H](F)O1.O=C1OC[C@@H](F)O1.O=C1OC[C@@H](F)O1.O=C1OC[C@@H](F)O1.O=C1OC[C@@H](F)O1.O=C1OC[C@@H](F)O1.O=C1OC[C@@H](F)O1"
S 2.3532 2.1942 -0.7269 0.241 -0.229 0.241 0.75
F 6.2906 -1.4965 -3.8158 0.108 -0.014 -0.051 0.08
F 2.8303 1.1671 5.9387 0.016 0.087 -0.054 0.09
F 8.3155 5.3913 -0.7848 0.020 0.044 -0.001 0.08
F 1.6680 5.1937 -4.2462 -0.118 0.062 -0.009 0.09
F 4.7767 -6.9858 5.6490 0.026 0.049 -0.089 0.09
F -3.7543 4.7767 3.6341 0.078 0.007 -0.001 0.07
F 0.3223 -5.5760 0.6656 0.000 -0.092 -0.039 0.08
F -8.4972 -3.6581 4.1088 0.074 -0.035 0.040 0.08
F -3.2355 1.5891 9.7140 -0.022 -0.079 -0.045 0.08
F -5.8009 -0.6851 -1.1246 -0.058 -0.023 0.086 0.08
O -0.3540 1.5603 7.8300 -0.024 -0.070 0.125 0.06
O 4.5000 -7.0403 0.3118 -0.136 0.044 -0.034 0.17
O -8.0894 -6.0898 1.7053 0.004 -0.022 -0.001 0.08
O 6.0008 0.7428 -3.7496 0.014 -0.096 0.347 0.16
O -3.5553 3.3312 -0.5557 0.034 0.003 0.121 0.17
O 0.3108 -2.5790 -1.6360 -0.271 0.416 -0.031 0.16
O 4.1864 -4.8559 5.1748 -0.160 0.191 0.107 0.14
O -3.9857 -2.4833 1.1877 0.000 -0.016 0.018 0.08
O 0.5663 -0.5367 -0.7999 -0.514 -0.134 -0.231 0.01
O -6.4663 -5.1461 0.4559 -0.096 -0.059 0.120 0.18
O -4.5611 -0.3871 0.7402 0.062 0.054 -0.077 0.12
O 3.2221 -3.1326 4.0780 0.195 -0.276 -0.134 0.16
O 6.9116 5.8861 -2.4852 -0.144 -0.015 0.312 0.14
O -0.9567 0.9278 3.6199 0.124 0.244 0.073 0.16
O 3.3685 -5.5477 -0.9470 -0.017 -0.043 0.042 0.08
O 5.9868 5.8256 -4.5457 0.302 0.069 0.163 0.18
O -1.1861 0.6407 9.6775 0.136 0.138 0.145 0.14
O -3.5303 -0.8634 2.6899 -0.257 -0.051 -0.164 0.17
O -1.4099 -1.2044 -1.8538 -0.007 0.163 0.176 0.02
O 5.1553 2.7702 -4.2620 5.417 -5.025 2.596 0.10
O 3.9411 0.9011 -4.5623 1.271 -2.754 1.786 0.03
O -3.8861 4.3876 1.4135 -0.233 -0.022 -0.063 0.14
O -3.6200 2.1815 1.3773 0.041 0.047 -0.071 0.05
O 3.5696 2.6210 -5.5286 -3.386 3.156 -3.078 0.01
O 1.4489 3.0949 -5.0617 -0.357 -0.432 0.224 0.12
O 2.4197 -6.3809 0.8821 0.126 0.103 0.231 0.11
O -1.4795 0.0570 -2.5512 -0.029 -0.052 -0.097 -0.06
O 0.7578 1.3116 5.0488 -0.249 -0.043 0.135 0.13
O 7.2062 4.0987 -3.7741 0.665 0.535 0.191 0.05
O 1.9523 1.1806 -6.1473 -0.226 0.034 -0.233 0.17
O -7.4291 -4.0130 2.1510 -0.144 0.090 -0.149 0.13
O 0.7569 -0.1274 8.8226 -0.129 0.035 -0.038 0.18
O 2.3626 -5.2083 3.9562 0.017 0.124 -0.043 0.07
O 0.7013 -0.5597 3.8564 0.059 0.009 -0.042 0.07
C -8.7534 -5.7084 2.9126 -0.055 -0.058 0.062 -0.05
C -0.0312 0.0466 0.3852 0.109 0.672 0.698 -0.11
C 2.2962 2.2043 -5.6494 0.150 0.744 -0.251 -0.52
C 1.6294 -5.2619 0.5159 -0.008 0.022 0.018 -0.31
C -3.6172 2.5568 2.7582 0.110 0.003 0.131 -0.05
C 7.3960 4.8661 -1.6262 0.059 0.122 -0.227 -0.31
C -2.6776 2.5022 -4.1969 0.261 0.395 -0.096 -0.39
C 3.5767 3.9257 -4.9282 -2.282 2.502 -0.701 -0.05
C 2.0210 -5.0515 -0.9296 0.001 0.065 -0.111 -0.05
C -3.6733 3.2965 0.6262 0.096 -0.017 -0.043 -0.55
C 5.3980 -0.5265 -3.5262 -0.049 -0.054 -0.132 -0.30
C 3.7241 -6.1469 5.5364 0.016 -0.015 -0.022 -0.31
C -1.6544 2.1290 8.0098 -0.024 0.143 -0.154 -0.04
C 3.5312 -6.3906 0.0932 0.072 -0.094 -0.063 -0.56
C -1.0814 -0.4288 -6.3010 0.167 0.494 0.012 -0.06
C 5.0424 1.5857 -4.1996 0.544 -0.338 0.330 -0.44
C -1.9282 1.8289 9.4688 0.014 -0.053 -0.019 -0.31
C 0.0680 0.5988 4.1298 0.032 -0.162 -0.221 -0.55
C 6.6523 5.3305 -3.6949 -0.120 -0.319 -0.315 -0.55
C -4.2538 3.9288 2.7003 0.065 0.004 -0.039 -0.31
C -0.1676 0.6167 8.7812 0.026 -0.125 -0.079 -0.54
C -1.5267 3.1059 -3.3557 -0.418 -0.083 0.049 -0.07
C -3.5461 3.6366 -4.7783 0.087 0.016 0.121 -0.08
C -4.6719 -1.0844 -0.4880 0.027 0.001 0.015 -0.29
C -4.7426 -2.5263 -0.0305 0.037 0.004 -0.079 -0.04
C 2.8132 -6.5007 4.3790 -0.020 -0.160 -0.104 -0.04
C 4.2321 -0.4998 -4.4938 0.054 -0.098 0.206 -0.01
C 2.2245 3.9626 -4.2540 0.163 -0.021 -0.659 -0.29
C -3.9892 -1.2141 1.6490 0.144 -0.053 0.156 -0.55
C 0.5432 2.2367 -0.8927 -0.524 0.388 -0.275 -0.55
C -0.9671 -0.2113 -3.8872 0.323 -0.246 -0.158 -0.14
C -0.1677 1.5861 0.2993 0.097 -0.162 -0.220 -0.20
C 1.9761 -0.5486 4.5162 0.004 -0.077 0.262 -0.04
C 1.7291 0.4455 5.6316 0.048 0.000 -0.220 -0.30
C -8.6296 -4.1983 2.8771 0.059 -0.006 -0.037 -0.31
C 3.2559 -4.2845 4.3685 0.040 -0.305 -0.014 -0.53
C -1.8534 0.1485 -5.0835 0.082 0.004 -0.186 -0.32
C -0.1312 -1.4793 -1.4335 0.546 -0.574 0.178 -0.55
C -2.1079 1.6454 -5.3438 -0.345 -0.014 -0.137 -0.15
C -7.2469 -5.0976 1.3469 0.162 -0.035 -0.039 -0.54
C 8.0033 3.8826 -2.6057 -0.024 -0.007 -0.131 -0.04
H 3.2261 -6.0811 6.5055 0.058 -0.071 0.031 0.17
H 2.2246 3.5703 -3.2347 -0.188 0.243 -0.167 0.11
H -2.8320 -0.3556 -5.0217 0.321 0.026 0.342 0.15
H 3.3588 -1.0490 -4.1547 -0.050 0.133 0.043 0.15
H -0.9952 -0.4256 0.6048 0.187 0.100 -0.157 0.13
H -4.3012 -3.2357 -0.7237 0.109 -0.004 0.095 0.14
H 1.3246 0.0129 6.5451 0.079 0.076 0.074 0.14
H -8.2141 -6.1146 3.7695 -0.013 0.059 0.040 0.15
H 0.2304 3.2900 -0.9197 0.126 -0.292 -0.033 0.09
H -0.3358 0.3190 -6.6109 -0.154 -0.335 0.004 0.06
H -2.3687 1.6148 7.3650 -0.055 -0.013 0.065 0.15
H -1.2381 1.8333 0.2605 0.351 0.092 -0.128 0.10
H -9.4409 -3.6865 2.3562 -0.029 0.048 0.091 0.17
H -0.6465 2.4502 -3.3810 -0.272 0.321 -0.005 0.04
H 2.2320 -1.5468 4.8572 -0.187 0.228 -0.073 0.11
H 0.2534 2.0344 1.2130 -0.305 -0.213 -0.150 0.11
H -5.3425 3.9330 2.7802 0.004 0.061 0.080 0.17
H 0.6432 -0.1827 1.2217 -0.123 -0.273 -0.421 0.12
H -2.5842 2.6107 3.1029 -0.045 0.060 0.104 0.12
H -2.9054 4.3738 -5.2919 -0.220 -0.254 0.095 0.08
H -2.8282 1.6886 -6.1798 0.305 -0.078 0.126 0.12
H 6.5636 4.4706 -1.0422 0.050 0.033 0.125 0.17
H 7.9355 2.8462 -2.2887 -0.116 -0.039 -0.102 0.14
H 5.1183 -0.6033 -2.4746 0.042 -0.076 0.024 0.17
H 4.4056 4.0186 -4.2400 -1.814 1.684 -0.582 0.08
H 9.0402 4.1468 -2.8191 0.023 0.012 0.099 0.15
H 2.6506 2.9563 -1.7888 -0.025 -0.098 0.324 -0.19
H -1.1777 2.1076 -5.7143 -0.205 -0.067 0.150 0.12
H 3.6534 4.6862 -5.7046 -0.241 0.063 -0.090 0.16
H -4.0917 4.1642 -3.9845 0.157 -0.086 -0.150 0.08
H 4.5393 -0.8540 -5.4788 0.029 0.003 0.017 0.15
H -1.6360 3.1884 7.7715 0.128 -0.015 0.007 0.14
H 1.9659 -7.1215 4.6546 -0.070 0.130 0.011 0.14
H -0.5184 -1.3364 -6.0462 -0.327 0.040 -0.168 0.08
H -4.1633 1.8351 3.3579 -0.035 -0.119 -0.201 0.14
H -4.2780 3.2585 -5.5053 0.119 0.052 0.209 0.07
H 0.2487 1.7844 -1.8458 0.126 -0.028 0.505 0.04
H 0.0090 0.2943 -3.9757 -0.194 -0.005 -0.001 0.14
H 1.9859 -4.0161 -1.2458 0.133 -0.017 0.021 0.11
H -3.8118 -0.8380 -1.1129 -0.081 0.030 -0.077 0.16
H 2.7428 -0.1880 3.8289 0.023 0.043 0.037 0.15
H -1.8680 3.2292 -2.3225 0.222 0.020 -0.115 0.06
H 1.8669 -4.4299 1.1813 -0.114 0.019 0.025 0.17
H -0.7792 -1.2933 -3.9275 -0.086 0.326 0.000 0.13
H -5.7680 -2.8163 0.1889 -0.023 0.035 -0.045 0.12
H -1.2425 4.0985 -3.7367 0.061 -0.327 -0.005 0.09
H 3.3710 -6.9722 3.5683 0.058 -0.006 0.045 0.14
H -9.7775 -6.0694 2.9093 0.018 -0.014 -0.126 0.14
H -1.5764 2.5923 10.1649 -0.094 0.015 0.031 0.17
H -3.2996 1.9058 -3.5146 0.079 -0.095 -0.306 0.13
H 1.3970 -5.6616 -1.5841 -0.035 -0.012 0.034 0.15
H -1.7443 -0.6167 -7.1533 0.111 -0.039 0.237 0.08

[3]
10
Properties=species:S:1:pos:R:3:forces:R:3:lowdin_charge:R:1 method="wB97M-V/def2-TZVPD" de_lowest_kj_mol=360.1 homo_lumo_gap_ev=11.05 homo_ev=-10.2 smiles="N=C=O.C=NO"
O 0.3483 -1.2912 -1.4387 0.218 0.309 0.031 -0.09
O -1.0012 0.1026 1.9557 -0.602 -0.460 -0.020 0.12
N 0.0598 0.0303 -1.0282 0.353 -0.446 0.037 -0.12
N 1.3401 0.2003 1.7892 0.552 -0.427 0.120 0.21
C 0.1566 0.1236 1.8319 1.259 1.106 0.217 -0.47
C -1.1589 0.3796 -1.0567 -0.961 0.440 -1.451 -0.07
H 2.2705 0.5717 1.6346 -1.164 -0.236 -0.012 0.10
H 1.3323 -1.3977 -1.3612 -1.408 0.585 0.059 0.11
H -2.0543 -0.1908 -1.5474 1.806 0.734 1.218 0.12
H -1.2933 1.4715 -0.7791 -0.055 -1.605 -0.199 0.09

Number 1: electronic energy -2734.512856 Ha. Number 2: electronic energy -5548.436931 Ha. Number 3: electronic energy -338.516026 Ha.